[1]
90
Properties=species:S:1:pos:R:3 method="wB97M-V/def2-TZVPD" orbital_gap_ev="6.3 / 6.3" e_lumo_ev="-10.69 / -10.69" homo_ev="-17.0 / -17.0" multiplicity=1 total_charge=+3
C 5.09575 0.57133 -0.63622
C 0.28161 2.95690 1.76974
C -1.16046 3.15101 1.78892
C 2.37466 -2.58346 -4.36123
H -1.29333 -3.47325 -1.13816
C 2.20245 -2.30787 -1.98128
H -1.07778 5.29705 2.07176
H 2.14310 -4.20720 -2.97005
H 3.29248 -0.99382 1.80270
H -3.53306 0.57652 -0.60744
H 2.63769 -0.79471 -5.52162
C -3.37783 2.16671 1.77581
C -3.07054 4.52834 2.02747
C 1.90404 1.75346 -1.15973
C -2.98285 0.33052 -1.50677
H 2.57711 0.70037 -3.56171
C -3.03571 -1.81772 2.41201
O -1.40805 0.82344 1.54299
C -5.36679 -2.39781 2.45794
C -0.28750 1.08719 4.26916
C -0.01190 -3.51166 0.48678
H -6.32868 -2.62698 0.54808
P 2.42340 0.11449 -0.73643
C 1.28980 -3.27181 2.34688
O -2.89848 6.81540 2.18854
O 0.85936 1.87850 1.56746
H -0.53680 -1.75751 -2.65746
H -4.15056 -2.14499 4.21220
C -1.60240 -0.32747 -3.84046
V -0.07401 -0.12552 1.26347
H 2.37771 -4.96393 3.04439
H -4.03028 1.76324 -2.70889
P -1.60778 -1.49203 0.03828
O 1.32380 -0.48664 0.33459
H 5.54516 -1.15320 2.80394
C 1.69353 -4.58250 2.29867
C -2.57963 0.66197 -3.85451
H -0.08871 -5.44692 -0.43930
H -4.31201 -2.08721 -0.74272
C -3.07518 -1.79219 1.01468
H 0.53164 5.27424 -1.90886
H 4.98704 1.02036 -1.61797
C -1.69968 4.41498 1.96978
C -4.18161 -2.11970 3.12952
H 0.90358 3.83343 1.96987
C 0.62366 1.89632 -1.71339
H -4.00378 1.28227 1.73733
O -4.87362 5.93214 2.23901
H 2.40266 -3.23519 -5.22563
C 3.99014 0.05339 0.04913
C -3.26479 0.99562 -2.68894
N -0.81425 2.01483 4.70960
H -4.98520 3.59059 2.02376
C 0.12719 3.16487 -1.96607
H -2.81843 1.16948 -4.78212
C 1.19874 -5.39168 1.28132
H -2.11652 -1.62472 2.94596
C 2.47962 -0.36960 -3.42675
C -5.40798 -2.39104 1.06767
C 0.33381 -4.84930 0.35899
C 2.32006 -0.92381 -2.15329
H 0.03284 1.02800 -1.97860
H 1.47782 -6.43667 1.21964
H 3.66922 2.76327 -0.44202
H 1.66219 -2.65348 3.14765
H 7.48905 -0.19927 1.62611
N 0.44085 -2.70843 1.45440
C 6.50363 -0.13080 1.18061
C -2.01403 2.06268 1.69092
N -0.85821 -2.89799 -0.42985
C 2.22265 -3.13329 -3.08980
C -4.26821 -2.08681 0.33961
N -3.66688 5.87959 2.18353
H 2.11386 -2.73430 -0.98803
H 7.21151 0.88358 -0.57612
C 0.91271 4.28336 -1.69170
C 2.18982 4.13773 -1.16342
C 6.35022 0.48199 -0.05848
C -1.30752 -0.99725 -2.66239
C -2.01346 -0.68241 -1.49379
Se 0.54602 -0.37255 3.52748
H -6.26355 -2.62532 3.02161
C 2.68862 2.87084 -0.88543
C 5.40912 -0.66483 1.84814
H -1.07056 -0.58002 -4.75036
C -3.91697 3.43770 1.94500
H -0.85637 3.28342 -2.40512
H 2.79964 5.01104 -0.96626
C 4.14507 -0.57673 1.28599
C 2.50728 -1.21062 -4.53075

---

[2]
88
Properties=species:S:1:pos:R:3 method="wB97M-V/def2-TZVPD" orbital_gap_ev=2.5 e_lumo_ev=-3.29 homo_ev=-5.8 multiplicity=1
H 2.89351 0.66985 -2.64986
H -3.60321 -3.26753 3.11647
O 0.75372 2.59400 0.00246
N 3.28319 -2.67062 5.24020
C -3.42488 -1.39583 -2.85521
C 2.88467 6.19664 -4.19739
H 2.90858 1.53731 -1.08211
H 3.79259 5.98340 -4.77238
H 1.38552 2.14611 2.33921
C 1.83602 -1.33744 -0.37570
O 3.72114 -0.60770 8.03562
H -0.02094 1.17545 2.87470
C -1.46214 -1.00525 -0.53646
H 2.45699 -4.59870 0.40091
N 0.19473 1.42375 -2.55674
C 2.26129 2.72926 -2.75109
C -2.82477 -2.40718 -5.40619
H 0.02548 -2.45285 -2.36347
C 1.35623 -0.85671 0.86617
H -2.53256 1.47756 -0.44528
O -1.28861 0.64081 6.59594
H 3.95579 4.03301 -2.94806
C -1.27828 3.40085 -4.05061
C 3.08285 1.63395 -2.16079
C 0.06987 0.81096 -1.36368
C 0.98708 1.12534 2.42303
C -4.26761 -2.32771 -3.45038
H -2.41025 -4.48919 2.59641
H -3.39779 1.20349 1.07422
H -4.62330 -3.58492 -5.17561
H -1.08224 -1.09854 -5.33807
C -1.97783 -1.46511 -4.82710
H -1.92566 -3.14387 3.64929
C -2.22556 -2.59194 1.60482
H -2.58878 -2.80030 -6.39765
C -1.69758 -3.16892 0.45087
H 1.62026 0.55403 3.11066
C 1.67852 -3.12193 1.77454
C 2.88996 3.91265 -3.15174
H -1.57878 4.23564 -4.69078
N -0.89497 -0.16364 -1.53728
H -2.82586 -0.74404 2.54287
C 0.75396 -0.37248 6.00258
C -1.29758 -2.39099 -0.63702
H -1.92562 3.41217 -3.16375
C 2.22973 -2.66121 -0.53172
H -0.13462 -3.96858 -1.47487
C -2.56480 -3.42515 2.79778
Cl 2.60547 1.57109 9.72197
H 2.23032 6.82996 -4.80224
C 1.87679 0.89362 8.33942
H 0.28785 5.46871 -4.67524
H 3.19080 6.77736 -3.31756
H -1.44739 2.46955 -4.60157
C 0.95912 0.49015 1.08972
N -0.65782 -1.75773 4.34603
C 0.60120 1.35833 -0.08709
C 0.03001 -1.12574 5.05447
C 1.30363 -1.79934 1.92835
C 2.73901 -1.75288 5.73019
H -1.55792 -4.24848 0.40427
C 0.83863 4.71708 -4.11235
H 1.93354 -0.62708 -1.20064
C -2.43664 1.05737 0.56432
H -1.68450 1.64116 1.11279
C 2.65513 -0.15690 7.60998
C -2.11106 -0.40452 0.54352
H -5.16587 -2.65950 -2.92182
H 4.14775 1.86396 -2.29458
C -3.96691 -2.84689 -4.71747
C -2.42301 -1.21159 1.64285
H -1.44803 -3.42599 -2.52449
H 1.60409 -3.79043 2.63383
C 0.59048 1.18051 7.99243
C -1.23392 -0.14735 -2.88944
C -0.09555 0.49961 6.85464
N -0.55490 0.76969 -3.52236
C 2.19226 4.92178 -3.81660
C 0.16223 3.56740 -3.70429
H -3.65952 -0.97527 -1.87323
C 2.04314 -0.68395 6.36599
H 0.92064 -1.45341 2.87953
C -2.23152 -1.00849 -3.51183
C -0.68265 -3.08187 -1.81593
H 2.59990 -2.98777 -1.50663
C 2.16045 -3.55973 0.53725
C 0.88010 2.60438 -2.97087
Cl -0.36276 2.24532 8.90694

---

[3]
95
Properties=species:S:1:pos:R:3 method="wB97M-V/def2-TZVPD" orbital_gap_ev="6.0 / 5.1" e_lumo_ev="-3.81 / -5.27" homo_ev="-9.9 / -10.3" multiplicity=6 total_charge=+1
C -5.23450 -0.73617 1.62391
C -1.48058 4.44404 -1.31968
H -2.91136 4.76736 -2.90590
C 0.26681 1.23145 4.29536
C 3.69334 2.78099 4.24857
C -3.45196 -2.24293 -3.61120
H 4.64214 3.42443 2.35959
H -2.92933 -3.16451 -3.44291
C -4.75315 -2.68963 0.20532
C 1.36773 1.79248 -1.32115
C -4.85556 0.08528 -4.07268
C 1.02823 -2.00193 1.27761
C 2.22123 -1.91665 -3.30502
C -0.33591 1.33939 5.55338
C 3.74955 2.61091 -1.59658
C -3.11673 -0.89299 0.40851
F -3.64919 0.95364 1.72930
C 3.01086 -3.28357 1.72535
H -0.11141 3.75983 0.14784
C 2.72362 2.48758 0.56013
C -0.45517 3.63655 -0.86238
N 1.64555 1.91419 2.54651
H -5.41357 1.06036 -4.16319
C -4.75101 -2.31588 -4.12261
C -3.96992 -0.23900 1.24715
H -0.70812 -3.63240 -5.41878
H -1.27175 -1.94774 -5.31269
O 5.94266 2.73061 4.58404
O 4.53646 3.72696 6.13254
H 3.52588 -4.22966 1.87877
H -1.61757 -0.98240 2.75551
H 3.52581 0.05946 1.53318
Ge 0.30661 -2.49585 -3.35360
N 1.67828 -0.84426 1.47965
H 2.37897 2.25661 5.86831
C 3.79633 2.93746 2.81710
F -5.29116 -3.70452 -0.48932
H 2.19535 -0.92260 -3.80115
H -3.16616 1.13923 -3.26306
H -0.05195 1.64466 -3.53258
O 5.69688 -3.17633 2.35813
S -1.77516 0.07801 -0.21441
C -2.05965 4.18108 -2.55644
C -5.55864 -2.01217 1.11743
H 2.57482 -1.87913 -2.27455
H -1.05510 -4.41373 -2.52280
C 3.81720 2.91703 -0.21704
H 6.67334 -0.91394 2.58539
H -3.05145 -0.59006 4.80512
C 2.60460 2.13487 -2.13249
H 2.54296 2.09556 -3.24894
H 4.58791 2.87720 -2.22405
C 0.12525 2.65424 -1.71007
H 1.11699 0.77520 -1.67005
C 4.87383 3.13180 5.10111
N 1.65589 1.81212 0.09289
H -1.99076 3.01868 -4.37201
H 0.37102 -4.28151 -1.48861
H 0.35781 -2.32576 -5.94141
C -5.43161 -1.14746 -4.42813
C -1.35419 -0.23006 3.47962
H 0.12148 2.00477 6.27958
C 1.47893 1.86076 3.90932
C 2.76526 2.53620 2.03148
F -2.50605 -2.78567 -0.76265
H -2.13732 0.82867 6.62110
C -0.45603 2.46142 -2.94798
C 5.12030 -2.09199 2.22205
C -0.40642 -2.58530 -5.22479
C -1.57719 0.72255 5.68696
Ge -1.16379 -0.81573 -2.23981
C -3.58660 0.16912 -3.49575
C -2.88322 -1.00915 -3.24624
C -2.07941 -0.08144 4.65917
Co 0.64835 0.87128 1.45788
F -6.10775 0.03509 2.32352
H -6.41753 -1.11878 -4.90183
C 2.50163 2.26703 4.77699
H 5.16039 -0.06081 2.56974
C -3.47444 -2.15388 -0.02114
N -0.24273 0.48612 3.25711
N 5.70432 -0.85216 2.28989
C 2.99489 -0.90897 1.65904
F -6.70185 -2.57278 1.40908
C -1.53326 3.23106 -3.41619
H -1.84512 5.27188 -0.71073
C 3.69355 -2.08801 1.88964
H 4.56347 3.51479 0.24787
C 1.64882 -3.21951 1.46800
H -5.25366 -3.27900 -4.26874
H 1.06406 -4.13908 1.39178
C 0.01364 -4.25912 -2.51381
H 2.87281 -2.58679 -3.92003
H -0.01800 -1.88043 1.00102
H 0.60720 -5.01858 -3.10333

---

[4]
92
Properties=species:S:1:pos:R:3 method="wB97M-V/def2-TZVPD" orbital_gap_ev=6.0 e_lumo_ev=3.42 homo_ev=-2.5 multiplicity=1 total_charge=-2
H 1.56765 1.35049 0.80040
H 3.50674 -3.43924 2.73274
C 2.81075 -3.16447 1.95126
C 0.95360 0.40183 -3.10233
O 7.42614 0.73406 5.58646
H -3.16294 -2.52625 -3.11559
C 2.75949 -0.07524 3.70030
N -1.74381 -3.10468 1.08243
H 5.01969 0.02490 6.27073
C -3.82309 -1.67908 -2.94310
H 2.68596 0.99185 -4.23740
C -3.35854 -0.60604 -2.18413
C 0.88748 1.15145 -5.38557
H 0.76166 6.08801 -1.67560
H 3.25519 0.54162 1.70786
O -1.39503 7.35995 1.01202
C 0.75247 5.07230 1.53652
C 1.60917 0.86321 -4.23468
H 1.18267 3.07696 2.22383
O 0.80227 8.12420 1.77188
C -2.11648 2.87251 1.77731
C -4.22185 0.46322 -1.96175
H 2.31235 1.65821 -0.70905
H 1.14495 -4.28275 2.76088
C -1.53072 0.84373 -0.03355
N -0.78092 -5.20140 0.57299
H 1.33520 3.65654 -2.00576
C 1.28527 3.22735 0.08870
H -0.68656 -7.25699 -1.12355
H 2.58859 -1.43957 -0.94156
C -5.10346 -1.68690 -3.47884
S 1.14065 -0.54226 3.37505
C 0.85824 5.40995 -0.83701
C 4.88742 0.90861 3.02287
C 1.18814 4.07366 -1.01421
Sb -1.32267 -0.80212 -1.40227
S 0.01220 7.57525 0.67452
H -1.81206 1.40385 3.30495
H -1.06075 1.23667 -6.27626
C -0.42809 0.22290 -3.09398
H 4.19890 -1.91706 0.91836
C 5.41860 0.75717 4.31093
C -5.94238 -0.60079 -3.27107
C 3.61569 0.47845 2.72250
C -4.14741 -5.57795 -0.87634
H -3.89526 1.29647 -1.35288
Pd 0.71774 -0.39471 0.63806
C 3.19387 -2.31326 0.94803
H -6.14872 1.32443 -2.34427
C -1.84047 -5.71158 -0.19000
C -3.09449 -5.10464 -0.11130
N 1.01519 -2.47452 -0.09278
H -1.44838 -0.44851 1.70187
H -6.94005 -0.59321 -3.69502
H -4.81295 -7.08595 -2.25307
N 1.53812 1.85411 -0.09908
H 1.51305 0.17439 -2.20208
H 2.68384 -0.64791 5.76541
H 6.66384 2.50598 3.30082
C -1.66415 -6.79538 -1.03900
C -5.49891 0.47285 -2.51160
S -3.31220 -3.72305 0.96956
C 3.31558 -0.22623 4.99377
C -2.73652 -7.30247 -1.76294
O 0.21860 8.25110 -0.60400
C -0.73182 -3.83815 0.88754
C 4.60487 0.15421 5.27818
C -0.49053 0.99197 -5.38701
C -1.81988 1.60415 2.24021
H -2.35602 3.66785 2.47205
C 1.50423 -3.65347 1.95701
C 0.62520 5.90351 0.43447
C -3.97804 -6.69561 -1.68524
H 1.39537 1.50053 -6.27675
H -2.21674 0.38946 -4.26333
H 0.57219 5.48490 2.52156
H -2.26550 4.16346 0.07445
H -2.58932 -8.16788 -2.39641
C 6.77453 1.18214 4.67499
C 2.25507 -1.93288 -0.03261
H 0.12097 -5.60764 0.38308
H -1.69101 2.36833 -1.54358
C 0.64885 -3.26876 0.94726
C -1.14127 0.52513 -4.25167
H -5.44569 -2.54071 -4.05404
O 7.32527 2.17606 3.91896
C -1.54173 0.57158 1.34088
C 1.09441 3.74076 1.36913
H -5.10302 -5.07004 -0.82354
C -2.07886 3.15066 0.41366
H 5.49134 1.32952 2.22316
C -1.76098 2.14688 -0.48385

---

[5]
91
Properties=species:S:1:pos:R:3 method="wB97M-V/def2-TZVPD" orbital_gap_ev="3.0 / 3.1" e_lumo_ev="1.19 / 1.22" homo_ev="-1.8 / -1.9" multiplicity=1 total_charge=-1
C 5.68534 0.80956 0.14721
H 1.61634 1.34326 3.13767
C 0.68188 2.07671 -2.75811
C 2.83246 -1.21639 -3.76242
C -2.57110 1.92807 2.29958
H 0.64097 5.71534 1.04029
H -5.95797 3.34208 3.53931
C 3.37935 -0.51203 -0.68716
H 2.31176 0.97454 0.41955
H 2.77152 -3.21896 2.82219
O -1.38655 -2.62410 -0.07122
H 4.35950 2.15578 1.16574
C 2.05652 4.56284 2.17288
H -6.45922 -2.45944 2.57224
C 1.24493 -1.71543 3.46944
N 0.10229 0.99313 -2.15371
O -0.97680 -0.90970 -2.02314
C -5.01063 2.95006 3.18983
H 1.24681 3.39794 -5.83255
P 1.80432 -1.31748 -1.14863
C 3.29162 0.61625 0.12505
C 0.17954 2.50119 2.03359
C 0.85213 4.76231 1.51021
C -5.73174 -2.92718 1.92193
H -1.65800 -0.52318 3.29908
H 2.15165 -2.99109 -6.56323
C 1.88720 -2.79657 -0.03240
H 2.87655 -3.25470 -0.01530
C 4.63427 -0.98156 -1.06727
N -0.43967 -0.00411 -2.86181
O -0.02119 0.96212 -0.80028
C 1.27329 3.08345 -1.97750
H 3.25388 3.18141 3.29240
P -1.00775 1.15365 1.71751
H -4.46874 -1.18550 1.82464
O -2.46059 -0.79905 0.35592
C 1.25497 3.30124 -4.75293
C 1.49972 -2.24849 1.30970
H -1.75461 2.73810 4.10872
C 4.43956 1.27325 0.54305
C -5.92889 -4.22750 1.50053
H 1.27133 2.98361 -0.90149
C -0.07648 3.73858 1.43635
H 3.38434 -0.34090 -3.44360
H -6.80153 -4.79635 1.78433
H -0.43440 0.51648 4.03877
C 0.68359 2.19107 -4.16275
N 0.51178 -1.29705 1.37428
C -3.82422 -4.14110 0.31073
Ti -0.61383 -0.71967 -0.22836
C -2.65191 2.60574 3.51489
C 1.35242 -3.40189 -4.61288
H 0.22593 1.40239 -4.74102
H 1.14666 -3.52322 -0.37973
H -3.91497 3.63620 4.90348
C 1.31550 -3.01850 -3.28226
H 0.76062 -4.24505 -4.94774
O -6.16392 -6.77169 0.60481
H 6.75479 -0.68511 -0.95865
H 2.27951 4.96590 -1.99113
H 4.71452 -1.86757 -1.68620
H 3.44660 -1.02774 -5.80559
C 1.39081 2.30683 2.69247
C 2.31864 3.33743 2.76774
H -3.07528 -4.62549 -0.29959
C -2.44767 -2.07788 0.31197
H -3.65547 1.27889 0.57444
C -3.64417 -2.83048 0.72385
C -4.97545 -4.82384 0.67460
C 1.98539 -2.52185 2.57163
H 2.79224 5.35635 2.21714
C 2.12861 -2.69615 -5.52111
C 0.35554 -0.98760 2.70203
C 1.83016 4.30854 -3.98244
H 1.35971 -1.67402 4.54323
C 1.83463 4.18405 -2.59637
C -0.70419 -0.01263 3.12140
H 6.58221 1.33152 0.45839
C -4.61223 -2.21471 1.52135
C 5.78076 -0.32113 -0.65384
C 2.86175 -1.59837 -5.09443
O -4.41144 -6.62906 -0.60469
C -3.86446 3.11181 3.95662
H -5.82618 2.16941 1.36408
H -1.01168 3.87967 0.90610
H 0.66686 -3.53593 -2.58634
N -5.19513 -6.16150 0.19303
H 2.25900 5.18426 -4.45411
C -4.93715 2.29270 1.97093
C -3.72148 1.79048 1.52375
C 2.07437 -1.93521 -2.83864